No. 1
Computed, not measured: C24H26N6O4OsS2 as an isolated structure, with ωB97M-V with the def2-TZVPD basis set.

The geometry in XYZ format:
```
63
Properties=species:S:1:pos:R:3:forces:R:3:mulliken_spin:R:1
Os 9.65132 15.66769 9.46078 -0.4 -3.4 -0.6 2.71
N 15.74324 14.51926 14.90976 -0.5 0.5 -1.0 0.37
C 15.02705 14.94736 13.84133 0.5 -1.1 1.0 0.15
C 15.64848 15.74814 12.86885 1.1 1.3 -0.3 0.20
C 15.08363 15.92160 11.62791 1.6 0.6 -0.4 -0.07
C 13.91300 15.24482 11.35269 -0.3 0.2 -1.0 0.24
C 13.21152 14.54073 12.32356 -0.6 -0.4 0.8 -0.03
C 13.72546 14.43541 13.58847 -0.3 -0.5 -0.1 0.16
S 13.29597 15.26404 9.66244 -1.3 0.8 -1.3 -0.02
O 13.13031 13.90727 9.22126 0.2 0.7 0.7 0.02
O 14.05629 16.22123 8.89493 -0.4 -0.9 1.0 0.01
N 11.72353 15.88357 9.83419 0.8 0.3 0.2 0.11
C 11.48419 17.22151 10.10518 0.0 -0.7 0.4 -0.08
N 10.18854 17.44887 9.71958 0.3 4.7 0.3 0.02
C 9.60654 18.65860 9.98823 0.9 -1.5 -0.1 0.06
C 10.31355 19.56355 10.72970 -2.2 1.8 0.0 0.00
C 11.58633 19.25570 11.07824 2.8 -1.4 0.4 0.06
N 12.20812 18.06777 10.77796 -0.3 1.4 0.2 -0.02
H 16.63002 14.94150 15.14789 0.1 0.0 -0.2 -0.02
H 15.56162 13.61549 15.32150 -0.4 0.1 0.4 -0.01
H 16.63156 16.18329 13.10096 -0.5 -0.2 -0.2 0.00
H 15.63064 16.49770 10.83897 -0.8 -0.6 0.8 0.00
H 12.24938 14.09914 12.08209 0.0 0.0 0.1 -0.01
H 13.18893 13.93142 14.39076 0.1 0.0 -0.3 0.00
H 8.61932 18.82584 9.59689 -0.3 0.0 0.1 0.00
H 9.77941 20.50079 11.03064 1.0 -0.9 -0.3 0.00
H 12.24933 19.92142 11.63934 -0.5 0.0 -0.1 0.00
C 5.75880 13.30022 9.22816 -0.9 -0.6 0.6 -0.01
N 6.31522 13.77854 7.97633 1.2 0.9 -0.8 0.00
C 6.10485 13.16837 6.70970 0.3 1.2 1.9 0.00
C 6.64880 13.98625 5.79686 0.8 1.9 0.3 0.00
N 7.18689 15.12948 6.51866 -0.3 -2.4 -0.9 0.00
C 7.07370 14.91789 7.83339 -2.3 -1.3 -0.7 0.03
S 7.43613 16.09172 9.04602 -0.2 0.3 0.3 0.08
H 6.22384 13.82046 10.08360 -0.2 -0.3 -0.5 0.00
H 5.92269 12.21505 9.30590 0.2 0.4 0.1 0.00
H 4.64583 13.44286 9.24994 1.0 0.2 -0.1 0.00
H 5.57299 12.23679 6.70912 0.0 -0.1 -0.5 0.00
H 6.74623 13.93130 4.72191 -0.1 0.0 0.2 0.00
H 7.61753 15.95126 6.11938 0.0 -0.2 -0.1 0.00
C 9.02639 7.40351 9.12304 -0.2 -1.1 0.4 0.00
C 9.24800 8.81754 9.53239 0.0 1.2 -0.1 0.00
C 9.71667 9.74513 8.61968 1.0 1.6 -0.5 0.00
C 10.00708 11.10223 8.97400 -1.0 -1.4 0.2 0.00
C 10.59817 11.94148 7.88748 1.9 -0.1 0.7 0.00
C 9.72108 11.55349 10.29871 1.2 -0.1 -0.1 -0.05
C 9.40741 10.59262 11.28607 -0.5 -0.3 -1.2 0.00
C 9.37573 10.94401 12.74311 -0.9 0.3 0.1 0.00
C 9.04870 9.30232 10.82340 0.1 -0.1 1.1 0.00
C 9.84102 13.01390 10.71239 -0.1 -1.8 0.7 0.01
O 10.14021 13.42104 11.82773 0.1 0.3 -1.3 0.02
O 9.40395 13.80719 9.74257 -0.2 -0.2 -0.3 0.06
H 8.70960 7.31093 8.06965 0.2 0.1 0.4 0.00
H 8.21547 6.96540 9.75454 0.8 0.1 -0.5 0.00
H 9.97704 6.80232 9.25362 -1.1 0.6 -0.1 0.00
H 9.92095 9.46010 7.56630 -0.1 0.1 0.9 0.00
H 10.69108 11.35508 6.97645 0.1 0.1 0.0 0.00
H 11.63147 12.33974 8.17960 -1.4 -0.6 -0.4 0.00
H 9.98053 12.77726 7.71625 -0.7 1.1 -0.5 0.01
H 10.23832 11.53512 13.05108 0.0 -0.4 -0.1 0.00
H 9.27869 10.03603 13.32971 0.0 0.0 0.2 0.00
H 8.51288 11.60950 12.95827 0.3 -0.4 0.0 0.00
H 8.59858 8.61064 11.53818 0.4 0.1 0.1 0.00
```
Positions in Å, forces in eV/Å.

Its spin multiplicity is 5. As for the charge: +2. Its highest occupied orbital energy (alpha / beta) is -12.6 / -12.6 eV. The total energy is -66561.561 eV. The orbital gap (alpha / beta) comes out at 0.254 / 0.132 Ha.

No. 2
Computed, not measured: the molecule C4H7ClN2, with ωB97M-V with the def2-TZVPD basis set.

The geometry in XYZ format:
```
14
Properties=species:S:1:pos:R:3:forces:R:3:nbo_charge:R:1
C -1.30576 -1.82137 -0.10716 -0.7 1.8 -1.0 0.08
C 0.74798 -1.15419 0.29800 0.7 1.1 -4.0 -0.08
C -1.32269 -0.42143 -0.61984 1.6 2.6 0.1 -0.08
C 0.51845 1.22699 0.35246 -0.5 0.6 1.3 -0.43
N -0.22621 -2.12616 0.39378 0.8 -2.7 1.7 -0.36
N 0.13453 0.07761 -0.43498 -1.6 -2.8 1.1 -0.44
Cl -2.62797 0.62179 0.14333 0.5 -0.5 0.0 -0.10
H -2.11633 -2.48347 -0.18066 -1.1 -0.7 0.0 0.20
H 1.08121 -0.77108 1.20250 1.0 -0.1 1.9 0.19
H 1.55614 -1.64239 -0.35598 -0.7 1.1 1.1 0.21
H -1.45496 -0.24124 -1.66106 -0.7 -0.4 -0.7 0.22
H 0.08077 2.19545 0.07071 0.1 -0.5 -0.3 0.22
H 0.46223 1.16466 1.49614 -0.6 -0.3 -1.2 0.16
H 1.56796 1.19991 0.19649 1.2 0.8 -0.2 0.20
```
Positions in Å, forces in eV/Å.

The energy above the lowest of the compared OMol25 structures with the same formula, charge and spin is 54.6 kcal per mole. Its highest occupied orbital energy is -9.2 eV. The total energy is -19762.365 eV. The orbital gap comes out at 0.369 Ha. As for the SMILES: CN1CN=C[C@H]1Cl.